This record from the Open Molecules 2025 dataset describes a structure of composition C40H45BaBr2Cl2N3O4S in a non-equilibrium geometry. The level of theory is the ωB97M-V functional and the def2-TZVPD basis.

Geometry (Å):
Ba -0.15 -0.51 -1.29
Br -3.46 0.06 1.17
Br -1.42 -1.67 2.97
Cl 3.58 -4.40 -1.06
Cl 2.70 -2.12 0.62
S -1.88 -3.03 -0.19
O 1.84 2.82 2.96
O 0.71 -2.57 -1.88
O -0.63 -1.63 -3.38
O 1.67 1.09 -3.62
N 1.02 1.46 -0.12
N -0.22 1.82 2.54
N -0.30 1.77 -2.59
C 0.99 1.41 -2.63
C -1.95 -4.08 -1.61
C 1.04 2.09 2.31
C -0.90 2.16 -3.82
C 1.71 1.36 -1.27
C -2.11 -5.73 -3.93
C -1.43 4.29 1.67
C -2.72 2.03 -5.42
C -3.27 -0.11 -2.70
C 3.79 1.24 -0.11
C -2.93 -5.97 -2.83
C -0.12 1.03 5.37
C 0.62 5.33 -4.37
C -3.30 2.26 -1.83
C 1.21 1.53 5.97
C -0.26 -2.63 -2.70
C 3.09 1.43 1.07
C -0.22 3.00 -4.75
C -2.69 4.97 1.16
C -3.30 1.37 -3.09
C -1.13 -3.86 -2.73
C 1.00 3.84 -4.36
C -2.79 -0.33 2.93
C -1.21 -4.66 -3.87
C 2.40 -3.81 0.15
C -1.97 2.65 -6.40
C -2.85 -5.17 -1.69
C -2.25 1.82 -4.12
C -2.31 4.49 4.03
C -0.85 0.17 6.39
C -2.42 4.08 5.35
C -0.22 5.24 1.54
C 2.22 3.59 -5.26
C -1.73 2.94 5.76
C -0.94 2.21 4.87
C 1.70 1.55 1.03
C 3.09 1.25 -1.31
C -1.55 3.78 3.10
C -0.75 3.20 -6.02
C -0.86 2.61 3.51
H 0.12 0.42 4.50
H 1.83 0.69 6.31
H -2.37 0.57 3.31
H -4.15 -0.37 -2.10
H -4.25 1.54 -3.59
H -3.02 4.63 6.06
H -2.35 2.77 -7.41
H 0.37 5.66 -5.39
H 4.86 1.14 -0.10
H -3.58 4.34 1.32
H 3.56 1.15 -2.27
H -0.19 3.80 -6.74
H -4.09 1.96 -1.14
H -3.74 1.71 -5.65
H -1.84 -0.14 6.03
H -3.62 -0.69 3.51
H 2.48 2.54 -5.25
H -3.65 -6.78 -2.86
H -0.08 5.54 0.49
H -3.20 -0.76 -3.57
H -2.33 2.20 -1.31
H -3.46 3.31 -2.11
H -0.56 -4.45 -4.72
H -1.23 3.42 1.05
H 1.77 2.10 5.22
H 1.27 3.60 -3.34
H -0.39 6.14 2.15
H -0.99 0.71 7.34
H 2.01 3.90 -6.29
H 1.47 5.94 -4.02
H -2.86 5.94 1.66
H 1.42 -3.85 -0.29
H -0.28 -0.74 6.60
H 3.58 1.51 2.02
H 1.01 2.19 6.83
H -0.24 5.52 -3.73
H -1.80 2.62 6.79
H 3.08 4.17 -4.90
H -2.60 5.17 0.09
H 0.70 4.76 1.89
H -2.41 -0.30 -2.09
H 2.51 -4.42 1.03
H -2.83 5.40 3.72
H -3.49 -5.35 -0.84
H -2.17 -6.35 -4.82

Results
HOMO	-0.0769	hartree
molecular weight	1031.9	g mol⁻¹
net charge	-2
electronic energy	-8508.75529	hartree
energy relative to the best compared isomer or geometry (same formula, charge and spin)	63.6	kcal per mole
strongest force on any atom	4.23	eV/Å
frontier orbital gap	6.12	eV
spin multiplicity	1

This record from the Open Molecules 2025 dataset describes a structure of composition C18H29FeN2P2Se3Te in a non-equilibrium geometry. The level of theory is the ωB97M-V functional and the def2-TZVPD basis.

Geometry (Å):
Te 3.84 5.29 0.56
Se 4.11 1.48 0.56
Se 1.62 3.96 0.56
Se 5.59 3.35 0.56
Fe 1.58 1.44 0.56
P -0.73 1.47 0.56
P 1.61 -0.88 0.56
N -0.10 -2.23 -1.03
N -2.09 -0.23 -1.02
C -1.88 2.90 -1.66
C -3.57 -2.72 -3.24
C -3.38 -1.56 -2.48
C 0.41 -0.96 3.09
C 0.05 -1.08 -0.33
C 2.72 -2.01 -0.36
C -1.23 -2.37 -1.73
C -0.64 2.80 -0.76
C -2.59 -3.71 -3.24
C -0.45 4.16 -0.06
C 2.71 -1.89 2.92
C 0.76 -3.19 2.04
C -2.23 -1.37 -1.73
C 0.59 2.54 -1.65
C 1.35 -1.78 2.19
C -2.40 1.70 1.28
C -0.93 -0.08 -0.34
C -1.43 -3.52 -2.48
H -2.72 -4.61 -3.82
H 2.59 -2.32 3.92
H 1.58 1.44 2.25
H 0.65 -3.67 3.02
H -0.60 -0.91 2.68
H 1.40 -3.85 1.44
H 3.42 -2.53 2.38
H -2.58 0.93 2.04
H 2.84 -1.67 -1.39
H -0.23 -3.18 1.58
H -1.31 4.42 0.57
H 0.51 1.61 -2.22
H -4.15 -0.79 -2.48
H -2.79 3.11 -1.10
H 3.72 -2.02 0.09
H -4.48 -2.85 -3.82
H 0.78 0.07 3.23
H 0.33 -1.40 4.09
H -1.77 3.72 -2.39
H -2.48 2.67 1.77
H 0.44 4.16 0.58
H 0.72 3.35 -2.38
H -2.05 1.99 -2.25
H -0.32 4.97 -0.78
H 1.52 2.49 -1.06
H -3.21 1.63 0.55
H -0.66 -4.29 -2.48
H 2.37 -3.05 -0.40
H 3.18 -0.91 3.05

Results
HOMO (spin up / spin down)	-0.0956 / -0.1458	hartree
molecular weight	755.7	g mol⁻¹
net charge	-1
electronic energy	-10231.29395	hartree
strongest force on any atom	17.48	eV/Å
frontier orbital gap (spin up / spin down)	4.72 / 4.83	eV
spin multiplicity	5

This record from the Open Molecules 2025 dataset describes a structure of composition C20H18O6 in a non-equilibrium geometry. The level of theory is the ωB97M-V functional and the def2-TZVPD basis.

Geometry (Å):
O 2.41 0.56 1.24
O -3.54 4.70 0.23
O 3.41 -3.64 1.06
O 1.85 -3.95 -0.44
O 1.56 1.37 -0.66
O -2.42 3.99 -1.41
C -2.34 2.13 0.30
C 0.96 -3.23 0.09
C -2.06 -0.91 1.98
C -1.17 -1.87 1.43
C 3.04 -4.03 0.01
C 0.01 -2.70 -0.46
C -0.90 -1.93 0.23
C 3.47 0.46 -1.07
C -0.38 0.91 0.69
C -0.17 -2.52 2.22
C -2.50 0.28 1.92
C 2.40 0.83 0.00
C 3.91 -4.88 -0.91
C 0.88 -3.11 1.66
C -1.78 1.07 0.73
C 0.05 1.69 -0.44
C -3.91 5.75 -1.79
C -1.69 3.03 -0.78
C -3.40 4.71 -0.82
C -0.39 2.70 -1.04
H 3.61 -0.10 -1.73
H 0.16 0.11 1.03
H -0.01 -2.69 -1.44
H 3.41 -5.23 -1.84
H 0.11 3.26 -1.76
H -0.21 -2.49 3.33
H 1.52 -3.75 2.42
H -2.70 -1.47 3.01
H -3.57 2.27 0.29
H 4.43 -5.88 -0.48
H -4.70 5.35 -2.29
H -4.26 6.63 -1.21
H -3.18 0.87 2.60
H -3.11 5.89 -2.68
H 3.87 1.56 -1.52
H 4.83 -4.41 -1.10
H -1.87 -1.64 -0.31
H 4.36 0.28 -0.25

Results
HOMO	-0.3119	hartree
molecular weight	354.4	g mol⁻¹
net charge	0
electronic energy	-1223.87873	hartree
energy relative to the best compared isomer or geometry (same formula, charge and spin)	328.5	kcal per mole
strongest force on any atom	19.57	eV/Å
frontier orbital gap	8.87	eV
spin multiplicity	1

This record from the Open Molecules 2025 dataset describes an isolated molecule of C2H8BN in a non-equilibrium geometry. The level of theory is the ωB97M-V functional and the def2-TZVPD basis.

Geometry (Å):
N -0.20 0.10 -0.06
C 0.97 0.94 -0.01
C 0.14 -1.31 -0.02
B -1.50 0.57 -0.01
H -1.59 1.78 0.03
H 1.52 0.48 0.84
H 0.89 -1.47 0.87
H 0.55 -1.80 -0.84
H 1.53 0.82 -0.99
H -0.73 -1.89 0.09
H 0.87 2.00 0.22
H -2.46 -0.24 -0.12

Results
HOMO	-0.3595	hartree
molecular weight	56.9	g mol⁻¹
net charge	0
electronic energy	-160.58885	hartree
energy relative to the best compared isomer or geometry (same formula, charge and spin)	31.1	kcal per mole
strongest force on any atom	3.28	eV/Å
frontier orbital gap	10.66	eV
spin multiplicity	1

This record from the Open Molecules 2025 dataset describes a cluster of 3 separate species, C2HBrN2O2 in total in a non-equilibrium geometry. The level of theory is the ωB97M-V functional and the def2-TZVPD basis.

Geometry (Å):
Br -1.56 2.67 1.01
O 2.27 0.73 -1.05
O -0.66 -3.17 -0.79
N 0.48 -1.18 1.23
N 1.11 -0.42 0.62
C 1.49 0.05 -0.50
C -0.97 -2.13 -0.47
H -2.16 3.45 -0.05

Results
HOMO (spin up / spin down)	-0.3264 / -0.3279	hartree
molecular weight	164.9	g mol⁻¹
net charge	0
electronic energy	-2910.67516	hartree
energy relative to the best compared isomer or geometry (same formula, charge and spin)	71.8	kcal per mole
strongest force on any atom	2.96	eV/Å
frontier orbital gap (spin up / spin down)	7.51 / 7.45	eV
spin multiplicity	1

This record from the Open Molecules 2025 dataset describes a structure of composition C56H73BIrN5P4Se in a non-equilibrium geometry. The level of theory is the ωB97M-V functional and the def2-TZVPD basis.

Geometry (Å):
Ir -0.04 1.54 -0.23
Se -0.49 -3.70 0.32
P -0.44 0.77 -2.27
P -2.50 0.93 -0.56
P 0.85 -1.05 2.41
P 0.84 3.67 -0.70
N 0.11 -6.48 -0.06
N -2.07 1.27 -2.23
N -2.01 -6.11 0.20
N 2.71 0.80 1.28
N 2.93 2.25 -0.50
C -3.45 -1.68 -0.09
C -0.31 -1.02 -2.41
C 2.32 0.11 2.49
C -1.79 -0.87 3.16
C 0.51 -3.47 3.83
C 0.02 4.85 -1.93
C 6.50 2.39 0.55
C -1.37 -1.75 -2.93
C -0.94 -10.03 -0.30
C 2.36 -2.07 4.70
C 4.19 2.12 0.09
C 2.49 3.29 -1.40
C -0.53 1.25 2.96
C -3.66 4.37 1.27
C 1.26 4.69 0.87
C 2.33 1.33 -5.16
C 2.59 -3.16 2.47
C -1.41 5.30 -1.58
C 1.56 1.59 -6.29
C -2.95 3.41 0.57
C 4.05 1.24 1.17
C -5.53 -1.36 -1.93
C -4.65 -0.32 -1.69
C 0.18 5.74 1.18
C 0.93 6.08 -2.11
C -0.44 1.45 -4.96
C 1.60 -2.47 3.42
C -0.22 -0.11 4.97
C -1.88 -7.48 0.05
C 5.40 2.69 -0.24
C -4.35 -2.71 -0.33
C 0.18 1.64 -6.19
C -0.80 -5.50 0.14
C 6.37 1.53 1.64
C -0.52 -7.72 -0.12
C 0.09 -3.62 -3.28
C -5.38 -2.56 -1.24
C -0.02 -9.00 -0.29
C -2.31 -9.80 -0.14
C -1.17 -3.05 -3.35
C -0.10 4.18 -3.29
C 1.15 -2.90 -2.75
C 0.96 -1.60 -2.31
C -5.53 2.86 1.38
C 0.33 1.22 -3.83
C -2.81 -8.51 0.04
C 2.62 5.40 0.70
C -3.53 2.19 0.22
C -3.60 -0.48 -0.77
C -4.82 1.91 0.66
C 1.72 1.13 -3.93
C 5.15 0.95 1.97
C 1.55 -6.30 -0.17
C -0.45 -0.18 3.46
C 1.36 3.83 2.12
C -4.96 4.09 1.67
B 1.99 1.46 0.24
H 2.71 6.00 -0.20
H -0.55 4.90 -3.98
H -2.02 -0.79 2.10
H -1.52 1.51 -4.91
H -2.59 -0.38 3.73
H 1.70 4.46 2.94
H 3.44 4.68 0.72
H 2.04 1.73 -7.25
H 1.75 -5.23 -0.23
H 3.15 -0.53 2.77
H -3.00 -10.63 -0.15
H -1.47 1.73 3.26
H 0.25 -4.63 -3.63
H 0.76 0.31 5.21
H -2.62 -1.85 0.58
H -0.30 -1.09 5.44
H 3.50 -2.57 2.33
H 0.51 6.67 -2.93
H -1.92 3.60 0.29
H -2.36 -1.30 -3.03
H -0.98 0.53 5.41
H -0.77 3.33 -3.24
H 0.99 6.73 -1.25
H -1.52 5.80 -0.63
H 2.89 -4.11 2.92
H 5.50 3.36 -1.09
H -4.79 0.62 -2.20
H -0.19 -3.04 4.56
H 0.98 -4.32 4.32
H -0.42 1.82 -7.07
H 2.38 2.94 -2.43
H 1.04 -9.19 -0.42
H -6.08 -3.37 -1.41
H 1.79 -1.05 -1.89
H -6.33 -1.23 -2.63
H 2.13 -3.34 -2.68
H -4.24 -3.64 0.22
H 2.75 6.06 1.55
H 0.13 6.56 0.48
H 3.05 -1.23 4.57
H 2.96 -2.93 5.01
H 3.16 4.15 -1.41
H 2.05 -6.71 0.71
H -0.51 1.31 1.84
H -2.85 -5.58 0.34
H -3.21 5.32 1.51
H -1.78 -1.93 3.42
H 1.91 -6.80 -1.06
H -0.60 -11.05 -0.43
H 2.21 0.84 3.30
H 5.08 0.29 2.82
H -2.10 4.45 -1.62
H -2.72 1.18 -3.00
H 0.38 3.45 2.39
H -0.06 -3.83 2.98
H 1.94 5.80 -2.42
H 7.46 2.82 0.33
H 3.41 1.27 -5.24
H -5.52 4.83 2.23
H 0.42 6.16 2.16
H 2.33 0.90 -3.06
H -2.00 -3.62 -3.75
H 2.14 -3.36 1.50
H -0.81 5.28 1.28
H 0.85 3.87 -3.72
H 2.07 3.01 2.03
H -3.87 -8.33 0.17
H -1.72 6.00 -2.35
H 7.24 1.31 2.25
H -6.54 2.64 1.71
H 0.30 1.84 3.34
H -5.29 0.96 0.45
H 1.69 -1.83 5.52

Results
HOMO	-0.4104	hartree
molecular weight	1222.1	g mol⁻¹
net charge	+2
electronic energy	-6347.21166	hartree
energy relative to the best compared isomer or geometry (same formula, charge and spin)	0.0	kcal per mole
strongest force on any atom	1.16	eV/Å
frontier orbital gap	4.99	eV
spin multiplicity	1

This record from the Open Molecules 2025 dataset describes a structure of composition C34H40MgN4O2P2 in a non-equilibrium geometry. The level of theory is the ωB97M-V functional and the def2-TZVPD basis.

Geometry (Å):
P 1.25 -1.56 -5.73
P -2.47 -0.73 -5.58
Mg -0.65 -1.97 -3.39
O -1.28 -2.60 -1.25
O -0.80 -0.49 -1.76
N -3.92 -1.14 -6.86
N 1.78 -2.70 -7.13
N 2.59 -0.40 -6.30
N -2.32 0.82 -6.43
C 1.17 4.46 -2.28
C 3.74 -0.24 -5.52
C -0.77 -2.02 2.85
C 1.64 2.51 -3.72
C -1.76 2.19 -8.16
C -1.25 -1.62 -6.65
C -0.64 -2.13 1.46
C 0.99 3.87 -0.83
C -0.38 3.35 -0.52
C 2.60 -3.60 -9.04
C -5.46 -1.40 -8.53
C 0.50 1.67 -3.17
C -1.13 2.61 -1.35
C 1.36 -2.33 -2.89
C -4.34 -2.47 -6.87
C -1.00 -1.07 0.60
C -2.34 2.14 -5.96
C -2.00 0.88 -7.79
C -1.31 0.18 1.16
C -5.30 -2.66 -7.86
C 4.61 0.65 -6.17
C 2.77 0.33 -7.47
C -2.00 2.99 -7.00
C 2.84 -4.51 -7.97
C 4.00 1.00 -7.41
C -0.84 2.37 -2.81
C -4.60 -0.49 -7.89
C 1.95 -2.49 -8.50
C -1.07 -1.39 -0.89
C -1.51 0.31 2.55
C 2.35 -3.93 -6.81
C 2.05 3.64 -3.14
C 0.03 -0.79 -6.81
C -1.23 -0.79 3.39
H -1.60 1.68 -3.20
H 1.73 3.08 -0.59
H -1.98 2.01 -0.99
H 1.18 4.72 -0.15
H -6.12 -1.19 -9.35
H 0.32 -0.75 -7.86
H -1.92 -0.01 -8.40
H -0.75 3.58 0.48
H 2.85 -3.70 -10.08
H -1.81 1.28 2.99
H -3.92 -3.18 -6.17
H 3.85 -0.77 -4.59
H 1.30 -2.17 -1.80
H -1.08 -2.60 -6.14
H 3.05 4.01 -3.30
H -0.05 0.24 -6.46
H -0.47 -2.88 3.48
H 2.34 -4.28 -5.78
H 4.37 1.65 -8.19
H 1.60 5.47 -2.18
H 0.83 1.04 -2.32
H 0.18 4.58 -2.75
H -1.49 2.49 -9.16
H 1.33 -3.38 -3.23
H -0.29 -3.05 0.98
H -2.66 2.38 -4.95
H 2.20 2.01 -4.53
H 2.04 0.31 -8.27
H -1.64 -1.87 -7.65
H -4.45 0.56 -8.13
H 3.32 -5.47 -8.06
H 1.60 -1.59 -8.99
H 0.31 0.97 -4.00
H 5.55 1.01 -5.80
H -5.83 -3.58 -8.06
H -1.37 -0.72 4.47
H 2.32 -1.91 -3.26
H -1.95 4.07 -6.99
H -0.98 3.29 -3.39
H -1.36 1.05 0.49

Results
HOMO	-0.2986	hartree
molecular weight	623.0	g mol⁻¹
net charge	0
electronic energy	-2571.71605	hartree
strongest force on any atom	6.95	eV/Å
frontier orbital gap	6.36	eV
spin multiplicity	1

This record from the Open Molecules 2025 dataset describes a structure of composition C22H18Cl3N5O2RuS. The level of theory is the ωB97M-V functional and the def2-TZVPD basis.

Geometry (Å):
Ru 0.15 -0.06 -0.18
Cl -3.57 -0.16 -3.71
Cl -3.46 -2.68 -2.28
Cl -1.62 -2.14 -4.47
S 1.68 -1.80 0.65
O -1.92 0.06 -1.31
O -0.41 -1.43 -1.89
N 2.26 0.70 0.50
N -0.79 1.10 1.51
N 0.71 1.35 -1.86
N -1.36 -1.48 0.96
N 1.84 0.71 -3.95
C 2.19 1.74 -4.94
C 4.16 -0.56 1.16
C -2.55 -3.50 1.39
C 2.16 -0.71 -4.23
C -1.07 3.08 2.82
C -0.49 2.36 1.77
C -3.20 -2.92 2.44
C -1.54 -0.87 -2.04
C -2.01 -0.91 2.00
C -2.51 -1.42 -3.12
C -1.70 0.47 2.30
C 2.99 1.82 0.52
C 4.32 1.82 0.87
C -2.33 1.10 3.36
C -3.29 0.37 4.15
C -1.63 -2.74 0.66
C 2.82 -0.48 0.80
C 1.24 1.05 -2.84
C 4.90 0.60 1.20
C -3.58 -0.91 3.87
C -2.94 -1.58 2.77
C -1.99 2.44 3.61
H 3.25 1.68 -5.17
H -3.78 0.88 4.98
H 4.88 2.75 0.89
H 3.23 -0.80 -4.34
H -2.47 2.97 4.43
H -2.73 -4.53 1.11
H 1.66 -1.01 -5.15
H 4.60 -1.52 1.40
H 1.79 -1.33 -3.42
H 1.61 1.60 -5.84
H 1.97 2.72 -4.52
H -3.93 -3.48 3.02
H 2.49 2.74 0.22
H 0.24 2.83 1.12
H -1.09 -3.15 -0.18
H 5.95 0.56 1.48
H -0.80 4.11 2.99
H -4.31 -1.45 4.47

Results
HOMO (spin up / spin down)	-0.4033 / -0.4028	hartree
molecular weight	623.9	g mol⁻¹
net charge	+1
electronic energy	-3146.86451	hartree
energy relative to the best compared isomer or geometry (same formula, charge and spin)	0.0	kcal per mole
strongest force on any atom	0.54	eV/Å
frontier orbital gap (spin up / spin down)	7.85 / 6.64	eV
spin multiplicity	6

Q: Which of these has the lowest strongest force on any atom?
A: C22H18Cl3N5O2RuS

Q: electronic energy of number 2 (C18H29FeN2P2Se3Te)?
A: -10231.29395 hartree